i:
Below is an isolated molecule of C8H16N2Si, with properties calculated with ωB97M-V/def2-TZVPD.

The geometry in ORCA input format:
```
! RIJCOSX wB97M-V def2-TZVPD def2/J DEFGRID3
* xyz 0 1
C -2.7227 -1.3226 -0.6975
C -3.0081 -1.5073 0.6207
C -1.1488 -0.1684 0.2997
C 2.0914 -0.6694 -0.9569
C 0.5821 1.0550 -2.0983
C 2.5765 1.8108 -0.7519
C -1.8211 -1.0613 2.8481
C 1.4627 0.6998 -0.8366
N -1.5786 -0.5879 -0.8504
N -2.1392 -0.8897 1.4219
Si 0.3656 0.8892 0.7223
H -3.2394 -1.6810 -1.5175
H -3.8012 -2.0899 1.1743
H 1.4388 -1.3885 -1.3642
H 3.0468 -0.7104 -1.5112
H 2.4166 -1.2363 0.0253
H 1.3262 0.8162 -2.8310
H 0.3731 2.0771 -1.8474
H -0.2789 0.3016 -2.2342
H 3.4548 1.5903 -1.4330
H 2.0889 2.7774 -0.8405
H 2.9245 1.8140 0.2549
H -1.3098 -0.1879 3.3043
H -2.6982 -1.1217 3.3898
H -1.2518 -1.9347 3.1342
H 0.7679 0.4046 1.9606
H 0.0820 2.3209 0.6145
*
```

**SMILES**: Cn1ccnc1[SiH2]C(C)(C)C
**E_HOMO**: -0.3008 Eh
**E_LUMO**: 0.02833 hartree

Here are the natural (NBO) charges for atoms 1 to 2, given in e: atom 1 (C): -0.15, atom 2 (C): -0.02

ii:
Below is a cluster of 2 separate species, C8H16N2Si in total, with properties calculated with ωB97M-V/def2-TZVPD.

The geometry in ORCA input format:
```
! RIJCOSX wB97M-V def2-TZVPD def2/J DEFGRID3
* xyz 0 1
C -0.3134 -0.2872 0.9247
C 1.0056 -0.3959 1.3337
C 0.8429 0.2207 -0.7983
C 3.6290 1.4125 -0.5002
C 3.7279 -1.1852 -0.6520
C -3.9645 1.5584 0.4703
C -4.2696 -1.6008 -0.0507
C 3.1236 0.0613 0.0404
N -0.4011 0.0217 -0.3770
N 1.7371 -0.0775 0.1376
Si -3.6024 0.0918 -0.6529
H -1.2934 -0.4417 1.3583
H 1.6163 -0.6798 2.1064
H 3.3575 1.6890 -1.6297
H 4.6559 1.3806 -0.4421
H 3.1117 2.1236 -0.0011
H 3.4135 -2.1616 -0.3258
H 4.7657 -1.2643 -0.6379
H 3.4899 -1.1301 -1.8068
H -3.2186 2.3518 0.3945
H -4.8641 2.0724 0.4305
H -3.9808 1.4142 1.4680
H -3.9054 -1.6257 0.9231
H -5.2769 -1.6051 -0.1886
H -4.0433 -2.3825 -0.7359
H 3.6480 -0.1136 1.0903
H -2.9911 0.5531 -1.8788
*
```

**E_HOMO (spin up / spin down)**: -0.3262 / -0.2017 Eh
**E_LUMO (spin up / spin down)**: 0.02941 / -0.04555 hartree

Here are the natural (NBO) charges for atoms 1 to 2, given in e: atom 1 (C): -0.07, atom 2 (C): -0.13

i (4.275 eV below the next structure)

i:
Below is the ion C3H8NOS2 with charge +1, with properties calculated with ωB97M-V/def2-TZVPD.

The geometry in ORCA input format:
```
! RIJCOSX wB97M-V def2-TZVPD def2/J DEFGRID3
* xyz 1 1
N -0.8030 -1.5083 0.1027
C -0.2251 -0.4679 -0.7633
C 1.1227 -1.1457 -1.1778
O 1.5561 -1.8330 -0.2764
C 0.3424 0.6185 0.2206
S -1.2012 1.7441 0.9379
S -0.5881 3.4833 0.9604
H -1.4919 -2.2046 -0.3004
H -0.0174 -1.8923 0.5388
H -1.4370 -0.9203 0.8290
H -0.7970 -0.0551 -1.6669
H 1.5069 -1.0507 -2.2245
H 0.9667 0.1854 1.0044
H 0.9622 1.3617 -0.2785
H 0.1037 3.6849 2.0941
*
```

**SMILES**: [NH3+][C@H](C=O)CSS
**E_HOMO**: -0.4717 Eh
**E_LUMO**: -0.15614 hartree

Here are the natural (NBO) charges for atoms 1 to 2, given in e: atom 1 (N): -0.70, atom 2 (C): -0.20

ii:
Below is the ion C3H8NOS2 with charge +1, with properties calculated with ωB97M-V/def2-TZVPD.

The geometry in ORCA input format:
```
! RIJCOSX wB97M-V def2-TZVPD def2/J DEFGRID3
* xyz 1 1
N 0.4302 0.1353 -1.9730
C 0.2680 -0.4086 -0.4898
C -1.3163 -0.7104 -0.2582
O -2.0530 -0.4311 -1.1493
C 0.8669 0.5285 0.5196
S 0.6364 -0.4321 2.1489
S -0.9317 0.2835 3.1407
H 0.0028 0.9890 -2.3774
H 1.4007 0.0925 -2.2755
H -0.1872 -0.6358 -2.5949
H 0.7575 -1.4885 -0.6045
H -1.5771 -1.2111 0.6578
H 1.9769 0.7056 0.3805
H 0.4634 1.6689 0.6437
H -0.7374 0.9144 4.2314
*
```

**SMILES**: [NH3+][C@H](C=O)CSS
**E_HOMO**: -0.4730 Eh
**E_LUMO**: -0.14577 hartree

Here are the natural (NBO) charges for atoms 1 to 2, given in e: atom 1 (N): -0.74, atom 2 (C): -0.16

i (0.102 eV below the next structure)

i:
Below is a cluster of 4 separate species, C16H44N4O4 in total, with properties calculated with ωB97M-V/def2-TZVPD.

The geometry in ORCA input format:
```
! RIJCOSX wB97M-V def2-TZVPD def2/J DEFGRID3
* xyz 0 1
C 2.1965 4.0634 -3.2756
C 1.3482 5.0745 -2.4413
C 0.7205 4.5026 -1.1397
O -0.2426 5.4525 -0.6468
C -0.9908 5.0722 0.5586
N 2.3533 6.1304 -2.2197
H 2.8237 4.4124 -4.0960
H 1.4358 3.4231 -3.7223
H 2.8346 3.4885 -2.6045
H 0.4807 5.3613 -3.0357
H 1.4491 4.3640 -0.3409
H 0.2979 3.5211 -1.3548
H -0.3935 4.9793 1.4656
H -1.4489 4.0983 0.3862
H -1.7248 5.8741 0.6378
H 1.9839 6.7004 -1.4721
H 3.2024 5.8287 -1.7636
C -1.5222 0.4633 4.2783
C -1.4888 0.9006 2.7581
C -0.2654 0.1780 2.0849
O 0.9542 0.6962 2.4455
C 2.0491 -0.0713 1.9788
N -2.8152 0.5010 2.1831
H -2.3104 1.0669 4.7283
H -0.6260 0.7010 4.8514
H -1.7030 -0.6025 4.4172
H -1.4310 1.9848 2.6621
H -0.4169 0.2165 1.0062
H -0.4538 -0.8764 2.2868
H 2.1975 0.1105 0.9144
H 2.1802 -1.1061 2.2951
H 2.8378 0.5250 2.4375
H -3.4945 0.5703 2.9274
H -2.7629 -0.3786 1.6895
C 2.8017 -2.5450 -2.4492
C 1.9938 -1.9406 -1.3376
C 1.2742 -0.6222 -1.8352
O 0.5657 -0.8513 -2.9806
C 0.0577 0.3068 -3.5822
N 0.8467 -2.7509 -1.0602
H 3.7749 -2.0572 -2.5047
H 2.2867 -2.3510 -3.3901
H 2.9733 -3.5912 -2.1958
H 2.5176 -1.7080 -0.4104
H 2.0577 0.0902 -2.0936
H 0.6862 -0.1410 -1.0538
H -0.5614 0.1310 -4.4619
H 0.7598 1.0733 -3.9105
H -0.5305 0.8711 -2.8586
H 0.2438 -2.5736 -1.8508
H 1.0463 -3.7402 -1.1016
C -1.4351 -5.7892 1.9837
C -1.1208 -4.6295 1.0753
C -2.1400 -3.5787 1.2347
O -1.9014 -2.4231 0.5267
C -3.0215 -1.7414 -0.0049
N 0.2076 -4.2511 1.3388
H -1.8310 -5.5539 2.9717
H -0.6050 -6.4919 2.0556
H -2.3170 -6.2991 1.5960
H -1.1194 -5.0107 0.0542
H -2.1921 -3.1944 2.2533
H -3.1027 -4.0180 0.9735
H -3.7261 -1.3721 0.7402
H -3.6013 -2.3981 -0.6534
H -2.6770 -0.9451 -0.6647
H 0.4159 -3.5578 0.6346
H 0.1181 -3.5724 2.0814
*
```

**SMILES**: COC[C@H](C)N.COC[C@H](C)N.COC[C@H](C)N.COC[C@H](C)N
**E_HOMO**: -0.3324 Eh
**E_LUMO**: 0.02492 hartree

Here are the natural (NBO) charges for atoms 1 to 2, given in e: atom 1 (C): -0.61, atom 2 (C): -0.06

ii:
Below is a cluster of 4 separate species, C16H44N4O4 in total, with properties calculated with ωB97M-V/def2-TZVPD.

The geometry in ORCA input format:
```
! RIJCOSX wB97M-V def2-TZVPD def2/J DEFGRID3
* xyz 0 1
C -5.8758 9.9921 24.1741
C -6.6217 9.8302 22.8421
C -6.8209 8.3364 22.5057
O -7.8021 8.2617 21.4987
C -8.3017 6.9587 21.2254
N -7.9243 10.4895 22.9942
H -5.2564 10.8853 24.2219
H -5.2816 9.1098 24.4401
H -6.6059 10.0247 24.9854
H -5.9975 10.2074 22.0165
H -7.2221 7.8992 23.4318
H -5.8699 7.8721 22.2324
H -8.8288 6.4763 22.0502
H -7.4661 6.3913 20.8151
H -9.0554 7.1316 20.4564
H -7.6967 11.4897 23.0724
H -8.4284 10.3579 22.1215
C -2.1233 16.5134 18.1197
C -3.2898 17.4310 18.4596
C -3.3918 17.7722 19.9637
O -3.4556 16.5180 20.6342
C -3.5078 16.6575 22.0362
N -3.2727 18.6892 17.6674
H -2.2092 15.5816 18.6770
H -1.1813 16.9387 18.4900
H -2.0558 16.4361 17.0364
H -4.2040 16.8427 18.3385
H -4.2864 18.3879 20.1369
H -2.5985 18.4268 20.3546
H -2.5576 16.7583 22.5710
H -3.9361 15.7023 22.3663
H -4.1911 17.4053 22.4545
H -2.2818 18.8780 17.5142
H -3.5768 18.4116 16.7324
C -5.6879 13.4984 21.7607
C -6.6338 14.4788 22.4634
C -7.2187 15.5434 21.5305
O -8.0998 16.3614 22.2814
C -7.4331 17.4125 22.9766
N -7.6614 13.6034 23.1268
H -4.9905 14.0429 21.1103
H -6.3012 12.9650 21.0253
H -5.1925 12.7816 22.4048
H -6.1007 15.0152 23.2535
H -7.7553 15.1492 20.6654
H -6.3680 16.1089 21.1288
H -7.1763 17.0536 23.9801
H -8.0843 18.2726 23.1220
H -6.5328 17.6948 22.4326
H -7.8900 14.0627 24.0118
H -8.5160 13.8160 22.6030
C -11.6231 17.0084 26.1822
C -10.2738 16.4027 26.5702
C -9.6729 15.4864 25.4999
O -8.4929 14.8477 25.9386
C -8.6710 13.9857 27.0553
N -9.3430 17.4499 27.0064
H -11.9953 17.6455 26.9874
H -12.3483 16.1902 26.1455
H -11.6609 17.5862 25.2581
H -10.5341 15.7573 27.4168
H -9.3823 16.0265 24.5946
H -10.4171 14.7745 25.1099
H -7.7788 13.3776 27.1778
H -9.5865 13.4045 26.9376
H -8.7346 14.5807 27.9733
H -9.5459 18.2917 26.4869
H -8.3993 17.1047 26.8663
*
```

**SMILES**: COC[C@H](C)N.COC[C@H](C)N.COC[C@H](C)N.COC[C@H](C)N
**E_HOMO**: -0.3176 Eh
**E_LUMO**: 0.02769 hartree

Here are the natural (NBO) charges for atoms 1 to 2, given in e: atom 1 (C): -0.62, atom 2 (C): -0.07

ii (1.760 eV below the next structure)

i:
Below is an isolated molecule of C4H6N2S, with properties calculated with ωB97M-V/def2-TZVPD.

The geometry in ORCA input format:
```
! RIJCOSX wB97M-V def2-TZVPD def2/J DEFGRID3
* xyz 0 1
C 1.2148 1.4069 -0.0937
C 2.2061 0.5534 0.0118
C -0.1185 0.8550 0.0437
C -1.3650 -1.5542 0.0086
N -1.1710 1.5993 0.0588
N -0.0272 -0.5181 0.0318
S 1.5364 -1.1253 -0.0177
H 1.4902 2.4178 -0.0020
H 3.2906 0.5593 -0.2243
H -1.6275 -2.1095 0.9875
H -2.2097 -0.9250 -0.3263
H -1.1437 -2.3347 -0.7625
H -2.0755 1.1751 0.2843
*
```

**SMILES**: [H]/N=c1/ccsn1C
**E_HOMO**: -0.2814 Eh
**E_LUMO**: 0.02522 hartree

Here are the natural (NBO) charges for atoms 1 to 2, given in e: atom 1 (C): -0.28, atom 2 (C): -0.31

ii:
Below is an isolated molecule of C4H6N2S, with properties calculated with ωB97M-V/def2-TZVPD.

The geometry in ORCA input format:
```
! RIJCOSX wB97M-V def2-TZVPD def2/J DEFGRID3
* xyz 0 1
C 1.4942 -1.1737 -0.3846
C 1.2697 -0.3588 0.9231
C -1.6218 2.0772 -0.2661
C 0.2789 -0.3929 -0.2574
N -2.2890 1.0892 -0.1769
N -2.4082 -0.0929 0.1938
S -1.3170 -1.3512 -0.0270
H 2.1760 -0.8895 -1.2689
H 1.3280 -2.2050 -0.1947
H 1.0881 -0.8968 1.7878
H 1.4746 0.6843 1.0701
H 0.1215 0.4064 -1.0494
H -1.5948 3.1036 -0.3499
*
```

**E_HOMO (spin up / spin down)**: -0.2693 / -0.2693 Eh
**E_LUMO (spin up / spin down)**: -0.00111 / -0.00108 hartree

Here are the natural (NBO) charges for atoms 1 to 2, given in e: atom 1 (C): -0.42, atom 2 (C): -0.43

i (3.861 eV below the next structure)